Record 1
A molecular structure, C3H2N2O3 in a non-equilibrium geometry, computed with wB97M-V/def2-TZVPD.

```
10
Properties=species:S:1:pos:R:3:forces:R:3
C 0.6446 0.5819 1.6527 -1.25 -0.63 1.14
C -1.3111 -0.3660 -1.0438 -3.79 0.50 -5.28
C 0.7273 -0.3188 -0.7649 6.21 -3.21 -1.71
H -0.3609 0.4794 2.4660 2.80 0.56 -2.42
H -2.1633 -0.3804 -1.8702 1.36 0.02 2.75
N 0.0528 0.3275 0.2183 8.83 0.95 4.09
N -1.1478 0.4285 -0.0473 -7.47 -1.30 -1.50
O 1.8023 0.7110 1.9567 -3.13 -0.31 -1.35
O -0.1603 -0.8624 -1.6756 -1.49 2.11 3.42
O 1.9162 -0.6007 -0.8919 -2.06 1.30 0.87
```
Forces are in eV/Å.

**F_max**: 9.8 eV/A
**LUMO**: -0.03 eV
**Frontier orbital gap**: 9.80 eV
**Highest occupied orbital energy**: -9.83 eV
**Energy relative to the best compared isomer or geometry (same formula, charge and spin)**: 388.9 kJ/mol


Record 2
2 unconnected molecules or ions with the total composition C2H10NOS in a non-equilibrium geometry, computed with wB97M-V/def2-TZVPD.

```
15
Properties=species:S:1:pos:R:3:forces:R:3
C -0.7059 0.7361 0.5994 0.61 4.56 2.76
C -0.0657 -0.4507 0.2143 -2.17 -5.96 2.10
S -1.4699 -1.7540 -0.1506 0.95 0.31 -0.99
N 0.1967 1.8593 0.0583 3.64 -0.68 1.61
H -1.6316 1.0688 0.1479 -0.47 -0.90 -0.03
H -0.7634 0.9504 1.7316 -0.12 -0.69 -1.69
H 0.7254 -0.3961 -0.4285 0.88 0.19 -3.34
H 0.5213 -1.0039 0.9510 -0.49 0.51 1.10
H -2.2155 -1.8555 0.9845 0.86 0.58 0.05
H -0.0685 1.9498 -0.8796 -0.41 1.20 -1.71
H 0.1340 2.6268 0.6727 -1.01 1.93 0.12
H 1.3250 1.7945 0.0347 -2.40 -1.12 -0.30
H 3.6246 1.3240 -0.6885 0.60 -0.30 0.53
H 2.6757 0.2145 0.0553 1.26 0.34 -0.26
O 2.8054 0.8329 -0.6827 -1.74 0.03 0.04
```
Forces are in eV/Å.

**F_max**: 6.7 eV/A
**LUMO**: -3.67 eV
**Frontier orbital gap**: 9.36 eV
**Highest occupied orbital energy**: -13.04 eV
**Charge**: +1
**Energy relative to the best compared isomer or geometry (same formula, charge and spin)**: 203.4 kJ/mol


Record 3
A molecular structure, C35H32BN5O2PbS5Te, computed with wB97M-V/def2-TZVPD.

```
82
Properties=species:S:1:pos:R:3:forces:R:3
Pb 0.3740 -2.0542 0.3473 0.06 0.20 0.23
C 3.2812 -5.0904 -3.3584 -0.02 -0.04 -0.01
S 1.5685 -5.0018 -3.9133 -0.01 -0.03 0.01
C 0.6527 -4.5026 -2.4452 0.31 -0.05 0.13
S 1.3121 -4.6271 -0.8766 -0.15 -0.13 -0.24
N -0.5285 -4.1152 -2.8256 -0.24 0.22 0.00
N -1.2746 -3.5165 -1.8486 0.18 -0.05 0.06
C -2.5340 -3.6480 -1.9518 -0.15 0.00 0.02
C -3.4589 -2.9829 -1.0154 0.09 -0.11 -0.09
C -4.8332 -3.1624 -1.1777 -0.08 0.02 -0.01
C -5.7031 -2.5558 -0.2881 0.01 0.00 0.00
C -5.1798 -1.7924 0.7431 0.04 -0.01 -0.01
C -3.7958 -1.6776 0.8282 -0.01 0.02 -0.03
N -2.9560 -2.2434 -0.0247 -0.10 -0.07 0.06
H 3.7092 -6.0450 -3.6627 0.02 0.01 0.00
H 3.2875 -5.0176 -2.2688 0.01 0.00 -0.03
H 3.8556 -4.2695 -3.7868 0.01 0.01 0.02
H -2.9667 -4.2805 -2.7315 -0.01 0.06 -0.04
H -5.2026 -3.7690 -1.9957 0.00 -0.01 0.01
H -6.7740 -2.6837 -0.3937 0.00 0.01 -0.01
H -5.8154 -1.2997 1.4667 0.00 0.00 0.01
H -3.3400 -1.1033 1.6301 0.01 0.03 0.00
S 2.6828 -1.8709 4.9110 -0.05 0.01 -0.09
C 2.0008 -2.0364 3.3790 -0.02 0.04 -0.03
S 2.1679 -0.7331 2.2038 0.01 -0.04 0.07
S 1.1148 -3.4029 2.8635 0.24 -0.04 0.02
C -2.8642 2.9062 -3.9212 0.02 0.00 0.00
C -2.2604 1.8681 -3.0149 -0.02 0.01 -0.03
C -2.4364 1.9204 -1.6401 -0.04 0.00 0.01
C -1.8360 0.9582 -0.8431 0.02 -0.07 0.03
N -1.0982 -0.0322 -1.3291 0.09 0.04 -0.15
C -0.9321 -0.0933 -2.6489 -0.04 -0.01 0.04
C -1.4867 0.8308 -3.5213 0.00 0.01 -0.01
H -3.7660 3.3346 -3.4828 0.00 0.00 0.00
H -3.1192 2.4795 -4.8921 0.00 0.00 0.00
H -2.1581 3.7222 -4.0932 0.00 0.00 0.00
H -3.0234 2.7101 -1.1851 0.00 -0.01 0.00
H -1.9417 0.9811 0.2371 0.03 0.03 -0.01
H -0.3324 -0.9172 -3.0184 0.02 0.01 0.01
H -1.3087 0.7411 -4.5869 -0.03 -0.02 0.00
C 3.0701 1.9166 0.2917 -0.15 -0.01 0.09
C 1.6594 2.2991 0.2988 0.12 -0.10 -0.07
N 0.5508 2.5966 0.3030 0.01 0.21 -0.11
H 3.6009 2.4738 -0.4790 0.00 0.00 0.00
H 3.1584 0.8459 0.1070 -0.02 -0.02 0.00
H 3.4978 2.1215 1.2725 0.01 -0.01 0.01
O 3.6370 -1.9339 -1.0568 -0.09 0.08 0.03
B 2.2615 -1.5920 -1.2072 0.05 -0.06 -0.17
O 2.1217 -1.0818 -2.5414 0.03 -0.06 0.07
C 3.3395 -1.1674 -3.1413 -0.12 0.05 -0.01
C 3.7019 -0.8211 -4.4225 0.05 0.00 -0.06
C 5.0381 -1.0220 -4.7842 -0.04 0.00 0.03
C 5.9540 -1.5512 -3.8822 -0.04 -0.01 0.03
C 5.5728 -1.8938 -2.5810 0.06 0.05 -0.04
C 4.2561 -1.6851 -2.2364 0.03 -0.09 0.11
H 2.9747 -0.4209 -5.1168 0.00 0.00 0.00
H 5.3631 -0.7605 -5.7839 0.00 -0.02 -0.01
H 6.9795 -1.7073 -4.1945 0.00 0.02 0.01
H 6.2726 -2.3033 -1.8646 0.00 -0.02 -0.01
Te -0.3798 0.6579 3.1660 -0.23 0.05 0.25
C 0.9202 2.2339 3.7506 0.06 0.02 -0.02
C 0.5922 3.5707 3.5465 -0.02 -0.02 -0.01
C 1.5054 4.5750 3.8422 0.01 -0.01 0.03
C 2.7601 4.2537 4.3433 -0.03 -0.02 -0.02
C 3.0769 2.9220 4.5805 -0.03 0.00 0.01
C 2.1621 1.9147 4.2968 -0.01 -0.05 0.03
C -2.1025 1.8248 3.7934 0.02 -0.01 0.00
C -2.5845 1.7591 5.1011 0.01 0.01 -0.03
C -3.6952 2.4959 5.4948 0.00 0.00 -0.02
C -4.3476 3.3159 4.5821 0.02 0.00 0.00
C -3.8865 3.3872 3.2747 0.01 -0.02 0.01
C -2.7768 2.6434 2.8867 0.01 -0.03 0.00
H -0.3763 3.8368 3.1432 0.02 0.00 -0.06
H 1.2363 5.6109 3.6688 0.00 0.00 -0.02
H 3.4843 5.0351 4.5447 -0.01 0.00 0.04
H 4.0423 2.6546 4.9944 0.00 0.00 -0.01
H 2.4178 0.8780 4.4955 0.03 0.02 -0.04
H -2.0748 1.1253 5.8178 -0.01 0.00 0.00
H -4.0543 2.4302 6.5159 0.01 0.01 0.00
H -5.2078 3.8990 4.8900 -0.01 -0.01 0.00
H -4.3890 4.0252 2.5562 0.00 0.00 -0.01
H -2.4135 2.7097 1.8659 0.00 0.01 0.01
```
Forces are in eV/Å.

**F_max**: 0.3 eV/A
**LUMO**: 3.85 eV
**Frontier orbital gap**: 5.02 eV
**Highest occupied orbital energy**: -1.16 eV
**Charge**: -2
**Energy relative to the best compared isomer or geometry (same formula, charge and spin)**: 0.0 kJ/mol


Record 4
2 unconnected molecules or ions with the total composition C10H11N3O2 in a non-equilibrium geometry, computed with wB97M-V/def2-TZVPD.

```
26
Properties=species:S:1:pos:R:3:forces:R:3
C 2.7125 -1.3037 0.7471 0.69 -1.13 -0.57
C 1.9224 -2.3273 1.3778 3.79 -0.47 0.41
C 2.1523 -0.3425 -0.0330 -0.85 1.08 -0.17
C 0.5939 -2.2802 1.3230 -1.85 -2.03 0.40
C 0.7324 -0.2014 -0.0289 1.85 -1.64 0.86
C 0.0178 -1.2212 0.6648 -2.38 0.85 -0.35
C -0.1375 1.7950 -1.6313 -0.77 -0.61 1.81
C -1.4669 1.3702 -2.3195 -1.32 1.67 0.51
C -1.5192 0.3446 -0.2025 0.37 -2.82 -0.20
C -0.1209 0.7280 -0.5122 -0.96 2.62 0.18
N -1.3234 -0.9414 0.5796 -0.97 0.86 -1.22
N -1.9852 0.2194 -1.6313 -1.81 0.71 2.53
N -0.3587 1.5552 2.2450 -0.15 0.16 -0.42
O 0.6197 1.7119 2.9263 0.36 -0.16 0.00
O -1.4998 1.7527 2.6051 -0.27 -0.02 -0.11
H 3.7879 -1.4643 0.6804 -0.18 0.21 0.35
H 2.5011 -3.1941 1.8660 -1.18 1.47 -0.76
H 2.6707 0.4148 -0.6211 0.47 -0.41 0.31
H 0.0085 -3.1662 1.6620 0.24 1.10 -0.05
H 0.7788 1.6810 -2.2334 -0.54 0.81 0.14
H -0.4306 2.7792 -1.1612 1.49 -0.68 -0.57
H -2.2543 2.2750 -2.3629 1.72 -2.02 0.17
H -1.3170 1.0021 -3.2739 0.38 0.00 -2.34
H -2.1497 0.9371 0.4513 -0.09 0.77 -0.39
H -2.1539 -1.4643 0.9170 1.46 0.49 -0.18
H -1.7811 -0.6599 -2.0342 0.50 -0.80 -0.33
```
Forces are in eV/Å.

**F_max**: 3.8 eV/A
**LUMO (spin up / spin down)**: -0.91 / -1.67 eV
**Frontier orbital gap (spin up / spin down)**: 7.62 / 4.75 eV
**Highest occupied orbital energy (spin up / spin down)**: -8.52 / -6.42 eV
**Energy relative to the best compared isomer or geometry (same formula, charge and spin)**: 609.5 kJ/mol


Record 5
2 unconnected molecules or ions with the total composition C16H14F3N2O7S in a non-equilibrium geometry, computed with wB97M-V/def2-TZVPD.

```
43
Properties=species:S:1:pos:R:3:forces:R:3
F 3.2633 -0.0463 2.0796 -1.06 -0.22 0.04
C 1.9822 -0.3384 1.6920 -0.43 -0.31 0.50
F 1.7024 -1.6190 2.0512 0.44 1.33 -0.10
F 1.1404 0.5121 2.3481 1.01 -0.93 -0.32
S 1.7744 -0.2007 -0.0888 0.13 -1.62 0.55
N -2.7515 -0.9252 1.9119 0.36 -0.30 0.26
C -3.2716 -0.5927 3.1382 0.05 -0.30 -0.48
O -3.4478 0.5366 3.5869 0.05 -0.28 -0.21
C -3.6407 -1.8596 3.9238 -0.26 -0.15 0.22
C -3.2335 -2.9924 3.0081 -0.20 -0.09 0.03
C -2.5508 -2.2846 1.8256 -0.28 0.56 0.39
O -1.9309 -2.9014 0.9620 -0.21 0.38 0.06
H -3.1048 -1.9175 4.8751 -0.10 0.29 -0.01
H -4.7163 -1.8639 4.1385 0.20 0.19 0.06
H -2.5593 -3.6799 3.5108 0.13 -0.25 -0.22
H -4.1046 -3.5506 2.6420 0.28 -0.03 -0.05
C 6.0889 1.0773 -0.4301 0.08 0.06 0.08
C 4.9316 1.0237 -1.3908 -0.37 0.67 -0.14
O 3.9518 1.9936 -0.8717 -0.23 -1.00 -0.25
C 2.6860 1.8259 -1.3408 -0.13 0.85 -0.52
C 1.7415 1.5530 -0.1712 -0.22 1.32 -0.78
C 0.3131 2.0704 -0.3999 0.22 0.85 0.54
O 0.0377 3.1521 0.0871 -0.08 -1.20 -0.68
C -0.6353 1.2187 -1.1981 -1.51 -0.25 -0.67
C -1.7062 0.5246 -0.5846 0.79 1.02 0.18
C -2.7113 -0.0443 -1.3392 -0.33 -0.66 -0.80
C -2.6164 -0.0584 -2.7387 1.64 1.15 1.09
N -3.4485 -0.9291 -3.5057 -2.01 -1.49 -1.43
O -3.2407 -1.0082 -4.7395 -0.38 0.14 2.08
O -4.3317 -1.5928 -2.9171 1.71 1.35 -1.16
C -1.5845 0.6673 -3.3707 -0.48 -0.73 0.10
C -0.5923 1.2617 -2.6083 0.16 0.45 0.32
O 2.3561 1.8853 -2.5055 0.73 -0.27 1.22
H 6.9203 0.4767 -0.8045 -0.01 0.07 0.00
H 6.4138 2.1180 -0.2974 0.00 -0.31 -0.03
H 5.7812 0.6722 0.5377 0.06 0.12 -0.07
H 5.1845 1.3534 -2.4027 0.10 -0.25 0.10
H 4.4650 0.0275 -1.4086 0.09 0.35 -0.08
H 2.1331 2.0467 0.7196 0.03 -0.21 -0.10
H -1.7754 0.4129 0.4973 -0.13 0.09 -0.09
H -3.5719 -0.5140 -0.8675 0.46 -0.12 0.10
H -1.5793 0.7367 -4.4527 0.16 -0.17 0.15
H 0.2380 1.7727 -3.1009 -0.49 -0.11 0.14
```
Forces are in eV/Å.

**F_max**: 2.9 eV/A
**LUMO**: 1.60 eV
**Frontier orbital gap**: 6.74 eV
**Highest occupied orbital energy**: -5.14 eV
**Charge**: -1
**Energy relative to the best compared isomer or geometry (same formula, charge and spin)**: 0.0 kJ/mol